No. 1
Density functional theory data (ωB97M-V with the def2-TZVPD basis set) for one molecule with the formula C5H12NO at a distorted geometry.

Results
Highest occupied orbital energy (spin up / spin down)   -9.07 / -9.08 eV
<S²>   0.755

```
! RIJCOSX wB97M-V def2-TZVPD def2/J DEFGRID3
* xyz 0 2
C -1.82 -0.47 -0.79
O -2.91 0.28 -0.57
C -0.46 0.31 -0.71
C 0.69 -0.49 0.06
C 0.25 -0.52 1.52
C 2.11 0.01 -0.13
N -0.58 1.72 -0.44
H -1.75 -1.38 -0.17
H -1.84 -0.90 -1.81
H 0.01 0.20 -1.71
H 0.53 -1.46 -0.46
H -0.53 0.21 1.79
H -0.37 -1.42 1.76
H 1.03 -0.43 2.26
H 2.27 0.23 -1.19
H 2.84 -0.77 0.09
H 2.26 0.97 0.38
H -0.17 1.96 0.45
H -1.56 1.94 -0.32
*
```

=====

No. 2
Density functional theory data (ωB97M-V with the def2-TZVPD basis set) for C4H8B2F8MnO8S2 as an isolated structure at a distorted geometry.

Results
Highest occupied orbital energy (spin up / spin down)   -11.34 / -11.95 eV
<S²>   8.752

```
! RIJCOSX wB97M-V def2-TZVPD def2/J DEFGRID3
* xyz 0 6
Mn -10.72 -3.78 -9.02
B -12.25 -5.55 -10.36
F -11.30 -5.97 -9.29
F -12.72 -4.33 -9.65
F -11.31 -5.09 -11.32
F -13.24 -6.39 -10.74
B -10.37 -1.29 -8.85
F -11.49 -1.92 -8.13
F -10.49 -2.09 -10.15
F -10.34 0.06 -9.01
F -9.23 -1.90 -8.22
C -8.35 -6.71 -11.25
C -8.76 -7.44 -9.90
O -8.21 -6.65 -8.75
S -7.60 -5.29 -9.39
O -6.41 -4.95 -8.63
O -8.74 -4.44 -9.64
O -7.13 -5.81 -10.84
H -9.16 -6.03 -11.52
H -8.03 -7.38 -12.07
H -8.33 -8.46 -9.83
H -9.86 -7.45 -9.87
C -10.84 -4.82 -3.63
C -9.94 -3.67 -3.57
O -9.67 -3.26 -4.97
S -9.59 -4.65 -5.80
O -8.26 -5.07 -5.81
O -10.34 -4.55 -6.97
O -10.30 -5.63 -4.84
H -11.81 -4.54 -4.08
H -10.99 -5.39 -2.73
H -8.93 -3.96 -3.22
H -10.24 -2.80 -2.98
*
```

=====

No. 3
Density functional theory data (ωB97M-V with the def2-TZVPD basis set) for C32H88AsF6N8O8 as an isolated structure at a distorted geometry.

Results
Highest occupied orbital energy (spin up / spin down)   1.16 / -3.58 eV
<S²>   0.752

```
! RIJCOSX wB97M-V def2-TZVPD def2/J DEFGRID3
* xyz -2 2
As 0.45 0.25 0.44
F 1.03 0.11 -1.24
F 0.16 -1.58 0.56
F -0.06 0.54 2.14
F 0.77 2.00 0.31
F -1.25 0.50 -0.24
F 2.19 -0.02 0.94
C 9.63 -1.86 0.01
C 8.26 -2.58 -0.10
C 7.09 -1.61 -0.07
O 6.67 -1.24 1.27
C 5.52 -0.38 1.22
N 8.46 -3.25 -1.36
H 9.61 -1.07 -0.74
H 10.51 -2.46 -0.23
H 9.78 -1.36 0.96
H 8.15 -3.40 0.61
H 6.24 -2.06 -0.59
H 7.38 -0.71 -0.62
H 5.18 0.05 2.16
H 4.70 -0.97 0.82
H 5.63 0.41 0.48
H 9.16 -3.98 -1.29
H 7.61 -3.72 -1.64
C 1.11 2.75 -3.26
C 1.63 4.05 -2.71
C 1.25 5.26 -3.70
O 1.82 6.50 -3.25
C 1.40 7.63 -4.00
N 1.26 4.32 -1.32
H 1.26 2.69 -4.34
H 0.04 2.59 -3.31
H 1.60 1.92 -2.74
H 2.69 3.82 -2.74
H 0.17 5.37 -3.73
H 1.65 5.06 -4.70
H 0.39 7.93 -3.71
H 1.47 7.41 -5.07
H 2.04 8.49 -3.80
H 1.07 3.35 -1.07
H 0.32 4.64 -1.50
C -4.27 3.78 2.95
C -3.26 2.58 2.92
C -3.99 1.18 2.81
O -4.77 0.87 3.93
C -5.70 -0.23 3.67
N -2.36 2.85 1.77
H -3.87 4.75 3.26
H -5.00 3.52 3.71
H -4.87 3.86 2.05
H -2.69 2.63 3.86
H -3.23 0.41 2.71
H -4.60 1.19 1.91
H -6.48 -0.23 4.43
H -5.19 -1.19 3.61
H -6.24 -0.20 2.73
H -1.98 1.95 1.49
H -2.89 3.18 0.99
C -0.95 5.86 2.71
C 0.40 5.07 2.73
C 0.57 3.79 3.64
O 1.86 3.22 3.56
C 1.99 2.09 4.40
N 0.71 4.59 1.38
H -1.13 6.34 3.68
H -1.78 5.26 2.36
H -0.95 6.70 2.02
H 1.18 5.74 3.11
H -0.13 3.03 3.31
H 0.29 4.02 4.66
H 1.82 2.44 5.42
H 2.98 1.65 4.29
H 1.33 1.24 4.23
H 0.91 3.63 1.60
H -0.24 4.45 1.05
C -7.65 -0.86 -1.69
C -7.28 -1.99 -0.71
C -5.90 -1.91 0.04
O -4.70 -2.14 -0.68
C -3.51 -1.87 0.06
N -8.39 -2.12 0.24
H -8.58 -0.99 -2.25
H -6.92 -0.70 -2.48
H -7.78 0.08 -1.17
H -7.34 -2.86 -1.36
H -5.93 -2.53 0.94
H -5.84 -0.87 0.38
H -2.63 -2.34 -0.38
H -3.51 -2.21 1.10
H -3.33 -0.81 -0.09
H -8.44 -1.32 0.85
H -8.11 -2.82 0.91
C -2.26 -2.76 -5.04
C -3.28 -2.28 -3.92
C -3.99 -0.96 -4.19
O -3.14 0.20 -4.26
C -2.53 0.66 -3.07
N -4.31 -3.32 -3.75
H -1.94 -3.80 -4.91
H -1.41 -2.09 -4.91
H -2.70 -2.62 -6.02
H -2.74 -2.16 -2.98
H -4.84 -0.76 -3.53
H -4.44 -1.11 -5.18
H -1.92 -0.10 -2.60
H -3.21 0.80 -2.23
H -1.97 1.58 -3.21
H -4.62 -3.03 -2.84
H -3.73 -4.11 -3.51
C 1.61 -3.85 -1.19
C 2.25 -3.94 -2.59
C 3.33 -2.84 -2.64
O 4.19 -3.14 -3.74
C 5.32 -2.20 -3.87
N 2.64 -5.32 -2.55
H 1.21 -2.84 -1.16
H 2.35 -3.96 -0.40
H 0.78 -4.53 -1.01
H 1.51 -3.74 -3.36
H 3.87 -2.80 -1.69
H 2.88 -1.85 -2.70
H 5.91 -2.04 -2.97
H 4.95 -1.19 -4.03
H 6.05 -2.33 -4.67
H 2.78 -5.63 -1.60
H 1.88 -5.97 -2.67
C -0.28 -2.77 5.10
C 0.05 -2.51 3.60
C 1.26 -3.32 3.05
O 2.44 -3.16 3.86
C 3.03 -1.87 3.77
N -1.03 -2.80 2.77
H -0.42 -3.84 5.29
H -1.23 -2.34 5.41
H 0.50 -2.52 5.81
H 0.20 -1.43 3.48
H 1.37 -3.03 2.01
H 0.99 -4.37 3.13
H 3.11 -1.46 2.76
H 4.01 -1.84 4.24
H 2.46 -1.16 4.37
H -0.83 -2.56 1.81
H -1.79 -2.19 3.02
*
```

=====

No. 4
Density functional theory data (ωB97M-V with the def2-TZVPD basis set) for a 5-piece molecular cluster, C29H46FIN5O11S overall at a distorted geometry.

Results
Highest occupied orbital energy   -10.75 eV

```
! RIJCOSX wB97M-V def2-TZVPD def2/J DEFGRID3
* xyz 1 1
C 5.17 -7.00 1.87
C 5.27 -7.70 0.40
S 5.28 -6.43 -0.98
C 3.58 -6.31 -1.71
C 2.61 -5.60 -0.64
N 2.28 -5.98 0.72
C 1.37 -4.98 1.29
N 0.86 -4.92 2.51
C -0.04 -3.89 3.09
C 0.77 -2.67 3.82
C 0.47 -1.23 3.13
I 0.54 0.38 4.64
C 1.25 -6.07 3.43
C 0.62 -7.48 3.00
C 0.90 -8.50 4.23
O -0.78 -7.43 2.66
N 1.17 -4.00 0.24
C 0.42 -2.75 0.10
O 1.08 -1.68 0.02
N -1.04 -2.62 0.00
C -1.67 -3.83 -0.58
O -1.34 -4.37 -1.65
F -2.75 -4.37 0.18
N 1.87 -4.38 -0.86
H 4.12 -7.16 2.29
H 5.96 -7.41 2.59
H 5.36 -5.86 1.80
H 4.39 -8.42 0.31
H 6.29 -8.23 0.34
H 3.12 -7.31 -2.02
H 3.59 -5.65 -2.66
H -0.84 -3.51 2.37
H -0.62 -4.41 3.95
H 0.42 -2.56 4.92
H 1.89 -2.89 3.85
H -0.51 -1.23 2.53
H 1.40 -1.03 2.46
H 2.40 -6.16 3.32
H 1.01 -5.85 4.53
H 1.23 -7.90 2.11
H 1.99 -8.86 4.16
H 0.18 -9.39 4.24
H 0.73 -7.95 5.24
H -0.87 -7.68 1.70
H -1.31 -1.80 -0.57
H 1.93 -3.87 -1.75
O -0.39 4.19 2.78
C -0.74 3.55 1.82
O -1.74 2.62 1.84
C -1.82 1.99 0.56
C -1.19 2.96 -0.41
C -0.13 3.63 0.45
H -1.29 1.04 0.60
H -2.87 1.80 0.31
H -0.79 2.48 -1.30
H -1.92 3.70 -0.73
H 0.81 3.08 0.44
H 0.03 4.67 0.15
O 0.48 5.24 -2.31
C 0.13 4.61 -3.28
O -0.86 3.68 -3.26
C -0.94 3.05 -4.55
C -0.30 4.03 -5.51
C 0.75 4.69 -4.65
H -0.41 2.10 -4.50
H -1.99 2.86 -4.80
H 0.10 3.55 -6.40
H -1.04 4.77 -5.83
H 1.69 4.14 -4.66
H 0.91 5.73 -4.95
O 0.43 6.37 -7.33
C -0.58 7.01 -7.47
O -1.78 6.69 -6.90
C -2.78 7.60 -7.37
C -2.03 8.83 -7.82
C -0.73 8.25 -8.32
H -3.33 7.12 -8.18
H -3.48 7.82 -6.55
H -2.57 9.41 -8.57
H -1.84 9.48 -6.96
H -0.79 7.95 -9.37
H 0.10 8.93 -8.16
O -4.03 5.26 7.96
C -3.67 5.20 6.81
O -4.03 6.09 5.85
C -3.51 5.67 4.59
C -2.35 4.76 4.92
C -2.79 4.13 6.22
H -4.30 5.15 4.04
H -3.20 6.54 4.01
H -2.13 4.04 4.14
H -1.45 5.36 5.09
H -3.39 3.23 6.06
H -1.94 3.92 6.87
*
```

=====

No. 5
Density functional theory data (ωB97M-V with the def2-TZVPD basis set) for a 2-piece molecular cluster, C4H12NO2 overall at a distorted geometry.

Results
Highest occupied orbital energy   -2.73 eV

```
! RIJCOSX wB97M-V def2-TZVPD def2/J DEFGRID3
* xyz -1 1
C -1.13 -0.44 1.30
O -0.21 0.54 1.17
C -2.28 -0.02 2.22
H -0.68 -1.39 1.71
H -1.64 -0.78 0.35
H -2.99 -0.85 2.41
H -2.86 0.79 1.74
H -1.94 0.35 3.19
C 0.68 0.12 -1.92
O 0.25 -1.17 -2.44
C 1.88 -0.06 -1.03
N 2.07 1.19 -0.31
H 0.90 0.79 -2.76
H -0.14 0.54 -1.33
H -0.57 -1.01 -2.90
H 1.60 -0.87 -0.34
H 2.77 -0.31 -1.61
H 2.97 1.28 0.13
H 1.33 1.29 0.42
*
```

=====

No. 6
Density functional theory data (ωB97M-V with the def2-TZVPD basis set) for C3HBr3N2S as an isolated structure at a distorted geometry.

Results
Highest occupied orbital energy (spin up / spin down)   -9.76 / -9.61 eV

```
! RIJCOSX wB97M-V def2-TZVPD def2/J DEFGRID3
* xyz 0 1
C 1.22 -0.24 0.19
C 0.07 0.47 0.32
C 0.17 1.77 0.05
N 2.29 0.46 -0.21
N -1.26 -2.24 -0.07
S 1.85 2.04 -0.12
Br -1.18 3.04 -0.14
Br -2.16 -2.23 -1.59
Br -2.12 -1.77 1.41
H 1.11 -1.31 0.15
*
```

=====

No. 7
Density functional theory data (ωB97M-V with the def2-TZVPD basis set) for one molecule with the formula C16H26N2O4S at a distorted geometry.

Results
SMILES string   CCCCSCc1[nH]c(=O)[nH]c1C(=O)CCCCC(=O)OCC
Highest occupied orbital energy   -8.46 eV

```
! RIJCOSX wB97M-V def2-TZVPD def2/J DEFGRID3
* xyz 0 1
C -3.76 -1.33 -2.01
C -3.50 -1.56 -3.62
C -2.08 -1.46 -4.00
C -1.52 0.08 -3.78
H -1.96 0.79 -4.39
H -1.51 0.51 -2.64
S 0.11 0.58 -4.30
C 1.24 -0.55 -3.05
C 1.07 0.16 -1.73
C 0.37 -0.14 -0.69
N 0.33 0.76 0.38
C 1.18 1.81 -0.17
O 1.61 3.05 0.14
N 1.39 1.45 -1.55
H 2.06 1.99 -2.25
H -0.10 1.08 1.22
C -0.16 -1.33 -0.41
O -0.33 -2.24 -1.15
C -0.61 -1.86 1.04
H -1.31 -0.87 1.53
H -1.04 -2.71 1.21
C 0.57 -1.77 2.12
C 0.34 -2.14 3.49
H -0.14 -3.00 3.66
H 1.50 -2.38 3.99
C -0.50 -1.10 4.04
C 0.02 0.47 3.65
O -0.76 0.83 2.88
O 0.94 0.90 4.43
C 1.41 2.17 3.97
C 2.77 2.19 4.68
H 3.63 1.50 4.32
H 2.67 2.20 5.73
H 3.27 3.38 4.39
H 0.76 2.89 4.37
H 1.36 2.05 2.94
H -0.27 -1.29 5.16
H -1.72 -1.07 3.85
H 1.25 -0.92 1.89
H 1.21 -2.65 1.72
H 0.75 -1.35 -3.07
H 1.99 -0.26 -3.27
H -1.85 -1.58 -4.84
H -1.31 -1.88 -3.25
H -3.73 -2.61 -3.65
H -4.09 -0.81 -4.18
H -3.49 -0.26 -1.76
H -4.69 -1.51 -1.87
H -3.00 -2.18 -1.43
*
```

=====

No. 8
Density functional theory data (ωB97M-V with the def2-TZVPD basis set) for one molecule with the formula C3H2F6N2 at a distorted geometry.

Results
SMILES string   N/C(=N\F)C(F)(F)C(F)(F)F
Highest occupied orbital energy   -9.94 eV

```
! RIJCOSX wB97M-V def2-TZVPD def2/J DEFGRID3
* xyz 0 1
C 0.72 0.35 -0.18
C -0.45 -0.69 -0.27
C -1.70 -0.26 0.39
N 0.46 1.56 -0.66
N 1.90 -0.04 0.29
F -0.74 -0.77 -1.58
F -0.05 -1.92 0.11
F -2.08 0.92 0.00
F -1.60 -0.23 1.70
F -2.76 -1.04 0.00
F 1.56 2.44 -0.48
H 2.12 -1.05 0.56
H 2.63 0.73 0.12
*
```

=====

No. 9
Density functional theory data (ωB97M-V with the def2-TZVPD basis set) for a 6-piece molecular cluster, C33H62N6O2P overall at a distorted geometry.

Results
Highest occupied orbital energy   -5.03 eV

```
! RIJCOSX wB97M-V def2-TZVPD def2/J DEFGRID3
* xyz -1 1
C -5.11 -0.48 3.45
C -4.76 0.44 2.57
P -4.12 1.62 1.17
C -3.48 2.62 -0.34
C -2.15 1.93 -0.99
C -2.25 0.69 -2.05
N -0.90 2.35 -0.72
O -2.53 0.91 1.42
C -1.84 1.59 2.48
C -0.40 0.91 2.84
C 0.14 1.75 4.14
O 0.52 1.10 1.73
C -5.86 2.44 1.12
C -5.79 4.08 1.24
C -6.78 1.93 -0.11
C -8.00 0.94 0.37
C -7.71 -0.51 -0.32
H -5.71 -1.29 4.01
H -4.51 0.57 0.23
H -3.74 2.65 2.12
H -4.31 2.70 -1.14
H -3.12 3.69 -0.04
H -3.32 0.31 -2.17
H -1.53 -0.11 -1.65
H -1.81 1.12 -3.04
H -0.97 3.15 -0.06
H -1.57 2.70 2.23
H -2.42 1.60 3.49
H -0.59 -0.19 3.09
H -0.14 2.86 3.91
H 1.28 1.72 4.26
H -0.44 1.48 5.10
H 1.47 1.15 2.04
H -6.40 2.10 2.09
H -4.71 4.48 1.29
H -6.36 4.61 0.40
H -6.28 4.39 2.25
H -6.18 1.45 -0.97
H -7.31 2.87 -0.55
H -9.02 1.29 -0.02
H -8.08 0.89 1.51
H -8.12 -0.52 -1.41
H -6.56 -0.63 -0.31
H -8.20 -1.30 0.35
C 4.23 -0.59 -1.87
C 3.26 0.57 -1.72
C 3.74 1.63 -0.72
C 3.85 1.09 0.64
N 3.94 0.66 1.71
H 4.36 -1.13 -0.93
H 3.86 -1.30 -2.61
H 5.21 -0.24 -2.20
H 2.28 0.19 -1.42
H 3.13 1.05 -2.70
H 3.04 2.47 -0.72
H 4.71 2.03 -1.04
C 5.53 -2.91 5.62
C 4.76 -2.34 4.44
C 4.73 -0.81 4.42
C 4.04 -0.25 5.59
N 3.50 0.18 6.51
H 5.08 -2.62 6.57
H 5.54 -4.00 5.57
H 6.57 -2.56 5.61
H 3.73 -2.73 4.45
H 5.22 -2.69 3.51
H 4.23 -0.47 3.51
H 5.76 -0.42 4.38
C -1.91 0.16 -7.90
C -1.54 0.12 -6.42
C -0.10 0.56 -6.15
C 0.88 -0.34 -6.77
N 1.64 -1.04 -7.27
H -1.29 -0.53 -8.48
H -2.95 -0.13 -8.03
H -1.78 1.17 -8.30
H -1.70 -0.90 -6.04
H -2.22 0.78 -5.87
H 0.07 0.57 -5.07
H 0.05 1.58 -6.51
C 9.59 0.40 -1.42
C 10.06 -1.05 -1.49
C 9.14 -1.92 -2.34
C 7.79 -2.03 -1.78
N 6.73 -2.10 -1.33
H 8.61 0.48 -0.94
H 10.29 0.99 -0.82
H 9.53 0.85 -2.41
H 10.14 -1.45 -0.48
H 11.06 -1.07 -1.93
H 9.57 -2.93 -2.42
H 9.08 -1.53 -3.36
C -2.72 -2.23 0.91
C -2.17 -3.65 0.81
C -3.27 -4.71 0.69
C -4.13 -4.76 1.88
N -4.80 -4.79 2.82
H -3.33 -2.10 1.81
H -1.89 -1.52 0.97
H -3.32 -1.98 0.04
H -1.54 -3.86 1.68
H -1.52 -3.72 -0.07
H -2.81 -5.69 0.54
H -3.88 -4.51 -0.20
*
```

=====

E for every record listed, in sequence, given in eV: -8914.3058 -96752.4444 -140051.6151 -82434.8737 -9927.1271 -227063.5217 -39005.5449 -22426.4614 -57543.9060.